DFT (wB97M-V/def2-TZVPD) results for a 5-piece molecular cluster, CH12N2O5 overall at a distorted geometry.

Positions of all 20 atoms, in Å:
N -1.6274 0.9767 0.9068
C -2.4438 0.1198 0.1649
N -3.4447 -0.5154 0.8451
O -2.1559 -0.1604 -0.9789
H -0.8951 1.4630 0.4178
H -1.8811 1.3499 1.8034
H -3.8091 -0.2052 1.7284
H -4.1192 -0.9562 0.2423
O 4.1150 -2.6754 2.9015
H 3.4653 -2.0122 2.5786
H 4.7190 -1.9602 3.1694
O -1.1465 0.3913 -3.7050
H -1.5608 0.7975 -2.9372
H -1.0148 -0.5573 -3.5754
O 1.8849 1.2051 0.9062
H 2.6470 0.8912 0.4192
H 1.9269 1.8486 1.6071
O 2.0592 0.2946 -2.0923
H 2.0948 -0.6511 -1.8995
H 1.1864 0.3558 -2.5025

Results
SMILES string: NC(N)=O.O.O.O.O
Orbital gap, eV: 10.7
Energy above the lowest of the compared OMol25 structures with the same formula, charge and spin, kJ/mol: 88.8
Net charge: 0
Largest force on an atom, eV/Å: 2.22
DFT total energy, Eh: -531.02698
Molecular weight, g mol⁻¹: 132.12
LUMO, eV: 0.33
Highest occupied orbital energy, eV: -10.330

Computed natural (NBO) charges, given in elementary charges: N -0.85; C 0.78; N -0.84; O -0.68; H 0.42; H 0.38; H 0.39; H 0.40; O -0.92; H 0.46; H 0.46; O -0.97; H 0.50; H 0.48; O -0.99; H 0.50; H 0.48; O -0.95; H 0.46; H 0.48

=====

DFT (wB97M-V/def2-TZVPD) results for a 10-piece molecular cluster, C55H116F12N6O11S2 overall at a distorted geometry.

Positions of all 202 atoms, in Å:
C 0.4688 -5.7472 1.9997
N 1.1784 -5.8782 3.2828
C 2.4525 -4.9554 3.1435
C 0.3626 -5.2875 4.3556
C 1.5806 -7.2803 3.6189
C 0.5944 -8.4739 3.6159
O -0.0802 -8.6333 2.3785
H 1.0458 -6.1990 1.2295
H 0.3927 -4.6862 1.7345
H -0.5305 -6.2001 2.0821
H 2.9100 -4.9403 4.1081
H 2.0690 -3.9342 2.8749
H 3.2144 -5.3380 2.4449
H 0.9858 -5.3076 5.2995
H -0.4980 -5.9343 4.6276
H 0.0306 -4.2918 4.0531
H 2.0571 -7.3520 4.5825
H 2.3321 -7.5413 2.8267
H -0.1115 -8.5734 4.4746
H 1.3153 -9.2819 3.6967
H -0.2403 -9.5863 2.3290
C -2.0900 1.7858 -5.8763
C -2.3075 0.8611 -4.7574
C -1.0969 -0.1065 -4.7242
N -1.2463 -1.0400 -3.4788
C -1.5065 -0.4063 -2.2136
C 0.0545 -1.9250 -3.4252
C -0.3127 -3.2830 -2.8052
C -1.8705 -3.2512 -2.9215
C -2.3065 -2.0680 -3.7432
H -1.0363 1.9935 -5.9330
H -2.5602 2.7576 -5.8323
H -2.4305 1.3315 -6.8443
H -3.2757 0.3441 -4.8431
H -2.3760 1.3536 -3.7832
H -0.2628 0.5302 -4.4880
H -1.0583 -0.6824 -5.6617
H -1.3705 -1.1719 -1.4488
H -2.4893 -0.0238 -2.2047
H -0.7678 0.4059 -1.9980
H 0.7933 -1.3251 -2.8987
H 0.3389 -2.1306 -4.5212
H 0.0213 -3.4381 -1.8077
H 0.1181 -3.9982 -3.4755
H -2.3138 -3.1324 -1.9234
H -2.3394 -4.1369 -3.3883
H -3.3246 -1.7389 -3.5733
H -2.2107 -2.3172 -4.8218
C 1.9507 7.6674 -3.6216
C 0.7941 6.7297 -3.1519
C 0.5652 6.9843 -1.6701
N -0.7334 6.5114 -0.9051
C -1.9102 7.1654 -1.5143
C -0.5931 6.8888 0.5326
C -1.5898 6.0149 1.2745
C -1.7380 4.6824 0.4979
C -0.8852 4.9141 -0.7842
H 2.3030 7.4902 -4.6890
H 2.8562 7.4104 -3.0638
H 1.6502 8.7152 -3.5702
H 1.0833 5.6873 -3.2986
H 0.0025 7.0665 -3.8400
H 0.5354 8.0800 -1.5359
H 1.4428 6.5593 -1.1283
H -2.1685 6.7422 -2.5056
H -1.7055 8.1946 -1.6514
H -2.7256 7.1669 -0.7913
H -0.6434 8.0006 0.5816
H 0.3930 6.5301 0.8308
H -2.5643 6.5280 1.4071
H -1.1522 5.9371 2.2627
H -2.7448 4.4569 0.2748
H -1.3791 3.7882 1.0143
H -1.3232 4.4632 -1.6996
H 0.1780 4.6182 -0.6701
C 5.4097 0.3423 -0.0082
C 5.0852 1.2327 -1.1904
C 4.8963 2.7613 -0.8627
N 6.1199 3.5935 -1.2452
C 7.3951 2.9397 -0.8827
C 6.0936 4.8742 -0.5731
C 5.2041 5.7568 -1.4477
C 5.7234 5.4995 -2.8738
C 6.1293 3.9895 -2.7749
H 5.0607 -0.6870 -0.0151
H 4.9442 0.8264 0.8701
H 6.5019 0.3168 0.0579
H 4.2034 0.9475 -1.7567
H 5.8236 1.1022 -1.9801
H 4.8384 2.8566 0.2247
H 4.0155 3.2590 -1.2396
H 7.4242 3.1511 0.1491
H 8.1827 3.5718 -1.2890
H 7.5372 1.8834 -1.1118
H 7.1439 5.2133 -0.5605
H 5.6567 4.7594 0.3882
H 5.3801 6.7801 -1.1468
H 4.1678 5.3950 -1.3550
H 6.5858 6.0369 -3.2420
H 4.9208 5.5776 -3.6351
H 7.1506 3.7751 -3.1323
H 5.3653 3.3457 -3.2508
C 6.2483 0.7881 7.8989
C 5.4589 -0.0289 6.7692
C 4.3271 0.8633 6.2901
N 3.5578 0.3486 5.0682
C 4.4438 0.3370 3.8917
C 2.2745 1.1687 4.8169
C 1.3679 0.6445 5.9684
C 1.7561 -0.8339 6.2994
C 3.0183 -1.0158 5.3874
H 6.8844 0.0736 8.3932
H 5.5357 1.2319 8.6260
H 6.7850 1.6691 7.5543
H 5.0763 -0.9436 7.2366
H 6.2092 -0.3827 6.0708
H 4.7346 1.8307 5.9006
H 3.6559 1.0411 7.0872
H 4.3910 1.3113 3.4215
H 4.1507 -0.4871 3.2542
H 5.5217 0.2028 4.2322
H 1.8012 0.7759 3.9266
H 2.6793 2.1869 4.7635
H 0.3267 0.6752 5.7412
H 1.3404 1.4291 6.7698
H 0.9903 -1.5395 6.0685
H 2.0345 -1.0010 7.3359
H 2.7768 -1.4291 4.4193
H 3.7695 -1.6283 5.8765
C -9.3413 -2.1828 -3.0930
C -9.9216 -3.5129 -3.5741
C -8.7431 -4.4193 -3.2389
N -8.9954 -5.9117 -3.5459
C -9.1620 -6.1737 -5.0358
C -10.0787 -6.4952 -2.7513
C -9.4029 -6.6847 -1.3147
C -7.9177 -6.8277 -1.6564
C -7.7799 -6.7398 -3.1609
H -10.0015 -1.2900 -3.1618
H -8.4858 -1.8055 -3.6787
H -8.9673 -2.2208 -2.0407
H -10.3025 -3.6377 -4.5991
H -10.7800 -3.6751 -2.9281
H -8.4618 -4.2581 -2.2030
H -7.9115 -4.0824 -3.8463
H -10.1453 -5.7702 -5.2376
H -9.2608 -7.2354 -5.2675
H -8.5149 -5.6116 -5.6531
H -10.2506 -7.5005 -3.0852
H -10.9520 -5.9489 -2.7514
H -9.8750 -7.5289 -0.8213
H -9.5994 -5.7767 -0.7418
H -7.5285 -7.8382 -1.2747
H -7.3076 -6.0480 -1.1107
H -7.8623 -7.7087 -3.7820
H -6.8956 -6.1466 -3.3857
C 4.2027 4.2473 3.0139
O 3.9785 4.5151 1.5964
O 3.5896 3.1398 3.3944
C 5.8234 4.1882 3.1151
F 6.2312 3.5981 4.2714
F 6.4145 3.4745 2.1395
F 6.3659 5.4253 3.0075
C 2.6218 4.4639 1.1848
C 2.0720 3.0453 0.9623
H 2.4504 2.4290 0.1334
H 2.1143 2.3988 1.8722
H 1.0059 3.1060 0.6861
H 2.6193 5.0865 0.3396
H 1.9350 4.9767 1.9223
H 3.8665 5.1620 3.5232
C 0.5850 -1.4908 2.5032
O -0.4767 -2.4545 2.5322
O 1.7061 -1.9339 3.0019
C 0.7829 -1.0719 1.0401
F 1.9543 -0.4795 0.9103
F 0.7532 -2.1450 0.1909
F -0.2004 -0.1904 0.5941
C -1.8262 -2.0281 2.9233
C -2.7832 -3.1430 2.4369
H -2.8969 -3.1353 1.3566
H -2.4051 -4.0500 2.7736
H -3.8326 -3.1090 2.8425
H -2.0199 -1.0873 2.4115
H -1.8683 -1.8948 3.9683
H 0.1569 -0.5755 2.9734
C -5.4078 -1.7254 -0.6467
F -6.6398 -1.2186 -0.7945
F -4.5211 -1.2034 -1.5123
F -5.0237 -1.4507 0.6213
S -5.4528 -3.5235 -1.0846
O -6.5263 -3.9369 -0.1999
O -5.7251 -3.5073 -2.4677
O -4.1320 -4.0279 -0.6818
C 2.1983 2.8216 -4.9401
F 3.5074 2.4961 -4.7347
F 2.0873 4.0005 -5.4998
F 1.7290 1.9343 -5.7963
S 1.3808 2.7048 -3.2776
O 1.7900 1.4359 -2.6961
O 2.0080 3.8546 -2.5360
O -0.0229 2.7625 -3.5703

Results
Orbital gap, eV: 8.1
Net charge: +2
Largest force on an atom, eV/Å: 4.81
DFT total energy, Eh: -5315.51147
Molecular weight, g mol⁻¹: 1329.67
LUMO, eV: -2.64
Highest occupied orbital energy, eV: -10.786

Löwdin population analysis, charges in e, atoms 1 to 99: C 0.00; N -0.35; C 0.05; C 0.00; C -0.11; C -0.23; O -0.06; H 0.10; H 0.10; H 0.12; H 0.09; H 0.08; H 0.11; H 0.13; H 0.12; H 0.09; H 0.13; H 0.15; H 0.14; H 0.12; H 0.10; C -0.11; C -0.26; C -0.08; N -0.25; C -0.01; C -0.05; C -0.11; C -0.14; C -0.13; H 0.05; H 0.08; H 0.10; H 0.12; H 0.10; H 0.09; H 0.14; H 0.11; H 0.08; H 0.12; H 0.13; H 0.16; H 0.09; H 0.10; H 0.09; H 0.13; H 0.12; H 0.14; C -0.09; C -0.22; C -0.10; N -0.25; C 0.01; C -0.13; C -0.14; C -0.11; C -0.03; H 0.10; H 0.06; H 0.08; H 0.07; H 0.12; H 0.13; H 0.13; H 0.13; H 0.09; H 0.11; H 0.16; H 0.12; H 0.12; H 0.12; H 0.09; H 0.11; H 0.13; H 0.10; C -0.07; C -0.21; C -0.07; N -0.25; C 0.01; C -0.14; C -0.12; C -0.12; C -0.03; H 0.08; H 0.07; H 0.07; H 0.09; H 0.10; H 0.10; H 0.09; H 0.08; H 0.11; H 0.11; H 0.16; H 0.09; H 0.12; H 0.10; H 0.11

=====

DFT (wB97M-V/def2-TZVPD) results for a 3-piece molecular cluster, C11H32N4O2PS overall at a distorted geometry.

Positions of all 51 atoms, in Å:
C 1.8512 -1.0021 -4.0317
C 1.2236 0.0812 -3.1527
C 0.2003 0.9317 -3.9022
N -1.0309 0.2102 -4.1482
N -1.9135 0.2726 -2.9906
P -2.7035 -1.0637 -2.8072
S -1.9541 -2.8937 -2.5133
H 2.3424 -1.7860 -3.4453
H 1.0710 -1.4692 -4.6377
H 2.6085 -0.5691 -4.6952
H 0.6899 -0.3819 -2.3147
H 2.0091 0.7399 -2.7672
H -0.0075 1.8524 -3.3372
H 0.6244 1.1939 -4.8848
H -1.5021 0.5765 -4.9647
H -3.5466 -0.7207 -1.7480
H -3.6409 -1.2198 -3.8669
C -2.3652 -3.8862 3.4003
C -1.7120 -3.6027 2.0482
C -0.6001 -2.5539 2.1068
O -1.0408 -1.2203 2.2666
C -1.4048 -0.8439 3.5716
N -2.7416 -3.2956 1.0593
H -3.0946 -3.1164 3.6542
H -2.9004 -4.8347 3.3574
H -1.6281 -3.9436 4.2056
H -1.2244 -4.5270 1.7200
H -0.0727 -2.5695 1.1506
H 0.1241 -2.7973 2.9008
H -0.7539 -1.3160 4.3177
H -2.4437 -1.0917 3.8088
H -1.2885 0.2391 3.6393
H -2.3176 -3.2677 0.1280
H -3.0637 -2.3459 1.2255
C 1.4571 3.9412 2.1594
C 2.4272 3.9438 0.9820
C 1.9356 3.1744 -0.2481
O 1.9869 1.7757 -0.1417
C 0.9219 1.1563 0.5561
N 3.7405 3.4822 1.4460
H 1.5043 3.0002 2.7071
H 1.7172 4.7380 2.8567
H 0.4287 4.0937 1.8279
H 2.5455 4.9831 0.6566
H 2.6002 3.4207 -1.0823
H 0.9227 3.4977 -0.5292
H -0.0220 1.6803 0.3752
H 1.1094 1.1034 1.6330
H 0.8288 0.1449 0.1750
H 4.4213 3.6105 0.7040
H 3.6813 2.4748 1.5692

Results
Orbital gap, eV: 6.4
Net charge: -1
Largest force on an atom, eV/Å: 2.09
DFT total energy, Eh: -1547.32654
Molecular weight, g mol⁻¹: 315.44
LUMO, eV: 2.80
Highest occupied orbital energy, eV: -3.565

Computed natural (NBO) charges, given in elementary charges: C -0.61; C -0.41; C -0.21; N -0.52; N -1.00; P 1.19; S -0.83; H 0.20; H 0.23; H 0.17; H 0.22; H 0.19; H 0.16; H 0.16; H 0.33; H -0.09; H -0.15; C -0.61; C -0.08; C -0.07; O -0.54; C -0.24; N -0.84; H 0.20; H 0.21; H 0.19; H 0.18; H 0.20; H 0.15; H 0.16; H 0.16; H 0.18; H 0.40; H 0.35; C -0.61; C -0.08; C -0.07; O -0.55; C -0.25; N -0.83; H 0.20; H 0.21; H 0.21; H 0.18; H 0.18; H 0.17; H 0.18; H 0.15; H 0.21; H 0.35; H 0.36

=====

DFT (wB97M-V/def2-TZVPD) results for one molecule with the formula C5H9NO.

Positions of all 16 atoms, in Å:
C -0.5813 -1.1922 0.9306
C -0.1651 0.0128 0.0903
C -1.1721 1.1671 0.1822
C 1.3511 0.3663 0.1895
N 1.4884 -0.0851 -1.1921
C 0.1667 -0.3885 -1.3650
O -0.4764 -0.8055 -2.2974
H -1.5611 -1.5597 0.6074
H -0.6505 -0.9198 1.9905
H 0.1361 -2.0149 0.8310
H -1.8088 1.0746 1.0685
H -1.8239 1.1565 -0.6975
H -0.6773 2.1429 0.2270
H 1.5670 1.4306 0.3320
H 1.9232 -0.2254 0.9128
H 2.2841 -0.1597 -1.8097

Results
SMILES string: CC1(C)CNC1=O
Orbital gap, eV: 10.5
Energy above the lowest of the compared OMol25 structures with the same formula, charge and spin, kJ/mol: 76.5
Net charge: 0
Largest force on an atom, eV/Å: 0.47
DFT total energy, Eh: -325.90840
Molecular weight, g mol⁻¹: 99.13
LUMO, eV: 0.86
Highest occupied orbital energy, eV: -9.630

Computed natural (NBO) charges, given in elementary charges: C -0.60; C -0.14; C -0.61; C -0.19; N -0.63; C 0.69; O -0.60; H 0.23; H 0.21; H 0.21; H 0.21; H 0.23; H 0.21; H 0.19; H 0.19; H 0.40

=====

DFT (wB97M-V/def2-TZVPD) results for C4H7N3 as an isolated structure.

Positions of all 14 atoms, in Å:
C 2.4220 -0.0121 0.2058
N 1.1706 0.1907 -0.5167
C 0.0083 0.0741 0.0577
N -1.4911 1.0644 -1.4628
N -2.2422 0.3392 -0.8228
C -1.8668 -0.6536 0.1391
C -0.7916 -0.3278 1.0262
H 2.3278 -0.8908 0.8472
H 3.2529 -0.1499 -0.4898
H 2.6266 0.8631 0.8341
H 1.1848 0.7640 -1.3544
H -3.2657 0.4848 -0.8450
H -2.5911 -1.4553 0.2747
H -0.7292 -0.3823 2.1131

Results
Orbital gap, eV: 7.7
Energy above the lowest of the compared OMol25 structures with the same formula, charge and spin, kJ/mol: 596.7
Net charge: 0
Largest force on an atom, eV/Å: 0.47
DFT total energy, Eh: -320.65602
Molecular weight, g mol⁻¹: 97.12
LUMO, eV: 0.86
Highest occupied orbital energy, eV: -6.828

Computed natural (NBO) charges, given in elementary charges: C -0.41; N -0.58; C 0.36; N -0.29; N -0.24; C -0.20; C -0.42; H 0.21; H 0.21; H 0.19; H 0.41; H 0.35; H 0.20; H 0.21